Molecular formula: C3H20O6
Method: DFT, ωB97M-V with the def2-TZVPD basis set

Results
net charge: +1
spin multiplicity: 2
HOMO (spin up / spin down): -14.3 / -14.3 eV
frontier orbital gap (spin up / spin down): 0.4130 / 0.1613 Eh
expectation value of S²: 0.754
lowest unoccupied orbital energy (spin up / spin down): -0.112 / -0.363 hartree

```
29
Properties=species:S:1:pos:R:3:forces:R:3:lowdin_spin:R:1
C -0.016 -3.388 0.745 0.4 -0.9 -1.4 0.093
C -0.588 -2.052 0.962 -1.0 -0.4 2.5 0.282
C 0.103 -1.342 2.180 -1.7 -1.0 -1.1 0.053
H -0.279 -3.995 1.641 0.5 0.3 0.2 0.056
H 1.031 -3.338 0.485 0.7 0.0 1.0 0.003
H -0.315 -4.102 -0.031 -1.1 0.7 -0.3 0.011
H -1.702 -2.086 1.173 0.6 0.4 -1.0 0.038
H -0.574 -1.339 -0.024 -0.1 0.6 0.1 0.132
H -0.664 -1.328 2.965 -0.3 0.1 -0.1 0.028
H 0.808 -2.059 2.582 1.1 0.8 -0.2 0.001
H 0.278 -0.286 1.997 0.8 0.0 0.4 0.007
H -0.752 2.696 0.222 0.3 0.0 0.4 0.000
H -1.678 2.488 1.387 0.0 -0.3 0.3 0.000
O -0.825 2.167 1.061 -0.7 0.8 -0.8 -0.001
H 2.069 2.771 2.341 0.3 0.2 0.0 0.000
H 0.842 2.939 1.493 0.3 0.1 0.0 0.000
O 1.808 3.041 1.455 -0.4 -0.3 0.1 0.000
H -0.309 1.153 -0.341 -0.4 -0.8 0.1 0.003
H 0.648 0.132 0.204 0.1 0.2 -0.5 0.000
O 0.051 0.251 -0.563 0.4 -0.1 0.8 0.258
H -0.354 -1.773 -2.072 -0.2 0.0 -0.3 -0.001
H 0.926 -1.000 -1.774 -0.1 -0.2 -0.7 0.000
O 0.557 -1.681 -2.361 0.3 -0.2 0.5 0.032
H -0.597 0.896 -2.864 -0.3 -1.6 0.5 0.000
H -0.589 0.123 -4.387 0.0 -0.4 1.3 0.000
O -0.527 0.885 -3.802 0.3 2.0 -1.8 0.004
H 0.480 4.095 -1.189 -0.1 -0.7 -0.4 0.000
H 0.195 2.863 -2.167 0.2 0.5 -0.1 0.000
O -0.027 3.270 -1.319 -0.1 0.1 0.4 0.003
```
Forces are in eV/Å.